No. 1
{"formula": "C37H52AsCsN3PS", "method": "the ωB97M-V functional and the def2-TZVPD basis", "species": ["Cs", "As", "S", "P", "N", "N", "N", "C", "C", "C", "C", "C", "C", "C", "C", "C", "C", "C", "C", "C", "C", "C", "C", "C", "C", "C", "C", "C", "C", "C", "C", "C", "C", "C", "C", "C", "C", "C", "C", "C", "C", "C", "C", "C", "H", "H", "H", "H", "H", "H", "H", "H", "H", "H", "H", "H", "H", "H", "H", "H", "H", "H", "H", "H", "H", "H", "H", "H", "H", "H", "H", "H", "H", "H", "H", "H", "H", "H", "H", "H", "H", "H", "H", "H", "H", "H", "H", "H", "H", "H", "H", "H", "H", "H", "H", "H"], "positions_angstrom": [[0.276, 0.220, 0.317], [3.210, 0.849, 2.479], [-4.238, -1.660, 1.373], [-0.570, 0.496, -3.301], [-1.147, 3.127, -0.711], [-1.671, -2.070, 1.409], [-2.571, -1.883, -0.744], [-4.030, -1.814, 4.189], [2.131, 1.140, -3.297], [-2.097, -2.077, 2.732], [-1.506, 6.018, 1.584], [-1.374, 1.420, 3.021], [-1.053, 2.359, 2.029], [0.754, 1.799, -3.386], [-1.830, -2.217, 5.103], [0.206, -0.345, -6.031], [-2.313, 1.633, 4.027], [-2.674, -1.878, 0.617], [-2.724, 3.808, 3.115], [-1.095, 5.522, -1.088], [0.589, -3.710, -1.184], [-3.002, 2.835, 4.068], [2.333, 0.476, 4.191], [2.915, -2.218, -0.877], [-1.272, -2.258, 3.838], [-1.253, 4.455, -0.210], [-2.104, 1.430, -3.808], [2.250, -2.712, 0.240], [-0.163, -0.764, -4.608], [1.087, -3.455, 0.088], [2.678, 2.724, 2.336], [2.421, -2.480, -2.148], [1.259, -3.227, -2.301], [-1.253, -1.839, -4.619], [-1.344, 7.081, 0.710], [-1.492, 4.689, 1.157], [-1.761, 3.582, 2.127], [-2.411, 1.593, -5.296], [-3.466, -1.858, 2.923], [-3.197, -1.999, 5.279], [5.028, 1.115, 3.155], [-3.324, 0.866, -3.073], [0.705, 2.836, -4.507], [-1.153, 6.832, -0.641], [-3.275, 2.250, -5.421], [0.554, -3.818, 0.955], [-3.753, 3.013, 4.828], [1.048, 0.344, -6.048], [-0.943, -2.689, -5.232], [-4.212, 1.467, -3.283], [-2.663, 0.638, -5.758], [-1.648, 6.218, 2.640], [2.900, 1.895, -3.116], [2.392, 0.623, -4.223], [2.185, 0.405, -2.489], [-1.939, 2.903, -1.304], [-3.612, -1.967, 6.278], [-1.362, 8.097, 1.083], [2.635, -2.500, 1.231], [0.730, -1.225, -4.170], [-0.624, 0.120, -6.558], [-5.088, -1.634, 4.323], [-3.278, 4.740, 3.133], [0.840, 2.398, -5.495], [-1.025, 7.650, -1.339], [5.021, 1.816, 3.990], [1.505, 3.566, -4.358], [0.500, -1.231, -6.602], [-1.196, -2.351, 5.970], [5.441, 0.163, 3.487], [0.878, -3.440, -3.292], [-0.907, 5.305, -2.134], [2.911, 3.248, 3.264], [3.815, -1.631, -0.749], [-2.185, -1.460, -5.041], [-1.144, 2.530, 0.135], [-0.317, -4.292, -1.302], [2.586, -0.528, 4.532], [1.602, 2.783, 2.151], [-3.538, -0.157, -3.396], [-1.467, -2.210, -3.614], [-0.211, -2.420, 3.695], [-1.579, 2.026, -5.847], [-1.908, 2.427, -3.399], [2.645, 1.202, 4.942], [5.661, 1.508, 2.360], [-1.635, -1.868, -1.124], [3.208, 3.200, 1.511], [1.252, 0.550, 4.065], [-0.865, 0.451, 3.024], [-3.169, 0.862, -1.992], [0.576, 2.342, -2.450], [-0.235, 3.389, -4.507], [-3.251, -1.366, -1.275], [-2.512, 0.862, 4.765], [2.944, -2.105, -3.019]], "forces_ev_per_a": [[0.2, -0.1, -0.1], [0.0, 0.0, 0.0], [0.0, 0.0, 0.0], [0.0, 0.0, 0.0], [-0.1, -0.1, 0.0], [0.0, 0.0, 0.0], [0.0, 0.0, 0.0], [0.0, 0.0, 0.0], [0.0, 0.0, 0.0], [0.0, 0.0, 0.0], [0.0, 0.0, 0.0], [0.0, 0.2, -0.2], [-0.1, -0.1, 0.0], [0.0, 0.0, 0.0], [0.0, 0.0, 0.0], [0.0, 0.0, 0.0], [0.0, -0.1, 0.1], [0.0, 0.0, 0.0], [0.0, -0.1, 0.1], [0.0, 0.0, 0.0], [0.0, 0.0, 0.0], [0.0, 0.1, -0.1], [0.0, 0.0, 0.0], [0.0, 0.0, 0.0], [0.0, 0.0, 0.0], [0.1, 0.0, 0.0], [0.0, 0.0, 0.0], [0.0, 0.0, 0.0], [0.0, 0.0, 0.0], [0.0, 0.0, 0.0], [0.0, 0.0, 0.0], [0.0, 0.0, 0.0], [0.0, 0.0, 0.0], [0.0, 0.0, 0.0], [0.0, 0.0, 0.0], [0.0, 0.0, 0.0], [0.1, 0.0, 0.0], [0.0, 0.0, 0.0], [0.0, 0.0, 0.0], [0.0, 0.0, 0.0], [0.0, 0.0, 0.0], [0.0, 0.0, 0.0], [0.0, 0.0, 0.0], [0.0, 0.0, 0.0], [0.0, 0.0, 0.0], [0.0, 0.0, 0.0], [0.0, 0.0, 0.0], [0.0, 0.0, 0.0], [0.0, 0.0, 0.0], [0.0, 0.0, 0.0], [0.0, 0.0, 0.0], [0.0, 0.0, 0.0], [0.0, 0.0, 0.0], [0.0, 0.0, 0.0], [0.0, 0.0, 0.0], [0.0, 0.0, 0.0], [0.0, 0.0, 0.0], [0.0, 0.0, 0.0], [0.0, 0.0, 0.0], [0.0, 0.0, 0.0], [0.0, 0.0, 0.0], [0.0, 0.0, 0.0], [0.0, 0.0, 0.0], [0.0, 0.0, 0.0], [0.0, 0.0, 0.0], [0.0, 0.0, 0.0], [0.0, 0.0, 0.0], [0.0, 0.0, 0.0], [0.0, 0.0, 0.0], [0.0, 0.0, 0.0], [0.0, 0.0, 0.0], [0.0, 0.0, 0.0], [0.0, 0.0, 0.0], [0.0, 0.0, 0.0], [0.0, 0.0, 0.0], [-0.1, 0.0, -0.1], [0.0, 0.0, 0.0], [0.0, 0.0, 0.0], [0.0, 0.0, 0.0], [0.0, 0.0, 0.0], [0.0, 0.0, 0.0], [0.0, 0.0, 0.0], [0.0, 0.0, 0.0], [0.0, 0.0, 0.0], [0.0, 0.0, 0.0], [0.0, 0.0, 0.0], [0.0, 0.0, 0.0], [0.0, 0.0, 0.0], [0.0, 0.0, 0.0], [-0.1, -0.1, 0.1], [0.0, 0.0, 0.0], [0.0, 0.0, 0.0], [0.0, 0.0, 0.0], [0.0, 0.0, 0.0], [0.0, 0.0, 0.0], [0.0, 0.0, 0.0]], "relative_energy_ev": 0.545}

***

No. 2
{"formula": "C37H52Cl8N7O3", "method": "the ωB97M-V functional and the def2-TZVPD basis", "species": ["Cl", "Cl", "Cl", "Cl", "Cl", "Cl", "Cl", "Cl", "O", "O", "O", "N", "N", "N", "N", "N", "N", "N", "C", "C", "C", "C", "C", "C", "C", "C", "C", "C", "C", "C", "C", "C", "C", "C", "C", "C", "C", "C", "C", "C", "C", "C", "C", "C", "C", "C", "C", "C", "C", "C", "C", "C", "C", "C", "C", "H", "H", "H", "H", "H", "H", "H", "H", "H", "H", "H", "H", "H", "H", "H", "H", "H", "H", "H", "H", "H", "H", "H", "H", "H", "H", "H", "H", "H", "H", "H", "H", "H", "H", "H", "H", "H", "H", "H", "H", "H", "H", "H", "H", "H", "H", "H", "H", "H", "H", "H", "H"], "positions_angstrom": [[3.073, -4.955, 3.411], [2.395, -2.510, 5.636], [-5.621, -3.629, -1.694], [1.324, -6.934, -0.566], [-0.184, -2.264, -4.889], [-2.401, 1.332, -4.064], [-2.096, -3.308, -2.053], [-0.113, -4.434, 1.528], [-1.764, -0.022, -0.862], [0.471, 0.056, -1.349], [-0.201, -0.711, 0.572], [-4.390, 1.389, -0.627], [2.115, 1.097, -3.832], [-4.307, -0.604, 1.876], [2.484, 4.255, 0.285], [3.086, -0.996, -0.390], [-0.954, 3.205, -1.273], [1.751, 1.288, 3.063], [-5.563, 0.639, -0.658], [1.796, -2.584, 3.931], [-1.147, -0.801, -5.238], [2.481, 2.394, -3.814], [3.890, 2.591, 0.314], [2.889, 2.672, -5.088], [-0.783, 4.481, 0.531], [2.130, 0.580, -5.083], [2.586, 1.563, -5.891], [2.801, -3.248, 3.035], [1.963, -5.287, -0.117], [3.867, -1.636, -1.384], [-3.192, 0.019, 2.291], [3.746, -1.000, 0.832], [-0.505, -0.165, -0.624], [-4.383, -1.884, 2.370], [-0.530, 5.310, -0.604], [-4.574, 2.421, 0.314], [4.921, -1.667, 0.651], [2.235, 0.871, 4.239], [1.258, 0.996, 5.197], [-1.041, 3.186, 0.065], [-0.634, 4.465, -1.717], [0.970, -4.144, 0.053], [-3.150, -2.147, 2.932], [-2.463, -0.891, 3.016], [-1.789, -0.346, -3.945], [-4.297, -3.952, -0.598], [3.680, 4.796, 0.700], [-5.812, 2.222, 0.979], [-6.409, 1.150, 0.288], [4.998, -2.052, -0.731], [-3.150, -2.934, -0.711], [0.134, 1.519, 4.567], [0.450, 1.642, 3.187], [2.618, 2.914, 0.096], [4.577, 3.719, 0.764], [-1.168, -0.357, -3.023], [4.238, 1.513, 0.263], [1.470, -3.156, 0.135], [-3.528, 1.194, -1.078], [1.552, 0.625, -3.100], [2.846, -5.133, -0.783], [-4.611, -3.943, 0.448], [1.554, 4.676, 0.250], [5.715, -1.809, 1.357], [3.787, -2.816, 3.157], [-1.072, 2.392, -1.811], [-6.272, 2.823, 1.793], [3.459, -1.799, -2.378], [-3.814, 3.202, 0.416], [2.076, -0.864, -0.583], [5.781, -2.623, -1.123], [-0.945, -0.511, 1.152], [1.770, -0.423, -5.194], [-3.554, -1.974, -0.886], [-2.575, -3.029, 0.212], [-0.451, -0.066, -5.660], [-7.395, 0.709, 0.446], [-2.659, -0.976, -3.736], [3.770, 5.847, 0.930], [2.584, -3.288, 1.968], [2.622, 3.005, -2.976], [0.201, -4.295, -0.708], [2.249, 1.450, 2.182], [-1.502, -0.644, 3.467], [-2.798, -3.052, 3.380], [3.297, 0.584, 4.357], [-0.760, 1.754, 5.118], [-0.090, 2.091, 2.313], [-0.789, 4.762, 1.597], [-0.389, 6.392, -0.664], [1.361, 0.554, 6.192], [5.645, 3.779, 1.005], [-1.282, 2.286, 0.625], [-2.908, 0.972, 1.951], [1.749, 2.329, -0.140], [-3.792, -4.924, -0.788], [0.899, -3.174, 3.735], [-5.242, -2.515, 2.256], [1.608, -1.484, 3.628], [-5.097, -0.107, 1.540], [2.587, 1.370, -6.961], [-1.908, -1.087, -5.984], [-5.761, -0.124, -1.457], [3.155, 3.723, -5.466], [-0.582, 4.597, -2.778], [3.298, -0.515, 1.690], [2.436, -5.607, 0.796]], "forces_ev_per_a": [[-0.1, -0.8, 0.5], [-0.5, -0.3, -0.6], [-0.3, -0.1, -0.2], [-0.5, 0.6, -0.4], [0.1, -0.2, -0.1], [0.0, 0.2, -0.2], [0.6, -0.2, -0.7], [0.7, 0.3, -0.4], [1.9, 0.6, 0.2], [0.4, 0.3, -0.8], [0.6, 0.1, 1.0], [-2.7, 1.4, 1.6], [-1.8, -1.4, 2.4], [-1.1, -0.4, 0.5], [-0.5, 0.5, 0.3], [-0.1, -0.7, -1.2], [0.4, 1.3, 0.3], [-0.2, 0.3, -1.7], [1.0, 0.0, -1.3], [-0.3, 1.4, -1.1], [0.0, 0.3, -0.2], [1.0, -0.4, -1.2], [1.9, -3.6, 0.6], [-0.1, 3.2, -1.5], [-0.2, -0.5, 0.5], [-0.2, 0.0, 1.0], [0.1, -0.8, -1.9], [1.3, 0.2, -0.2], [1.4, -0.9, 0.3], [-0.9, 0.4, 2.2], [0.7, -1.2, 0.7], [-0.9, -0.2, -1.2], [-2.5, -0.3, -0.7], [1.4, 0.1, -0.5], [-0.4, -0.7, -0.9], [-0.4, -1.0, 0.3], [0.3, 0.1, -0.8], [2.1, -0.4, 0.9], [0.9, -1.0, 0.5], [0.2, 1.0, 1.4], [-0.3, -0.3, 0.7], [-0.6, -1.4, 0.0], [-0.3, 1.0, 1.1], [0.7, -0.2, -0.6], [-0.2, -0.3, 0.9], [2.1, -0.5, 0.7], [0.1, -1.3, 0.0], [1.4, 1.0, -0.9], [-1.3, -1.1, 0.0], [-0.7, 0.3, 0.6], [-0.9, -1.3, 0.7], [-0.5, 0.1, -1.5], [-1.4, 1.2, 0.9], [-1.9, 0.8, -0.4], [0.7, 1.9, -0.1], [-0.1, -0.1, -1.0], [-0.1, 1.7, 0.0], [-0.6, -0.6, -0.2], [0.8, -0.3, -0.5], [0.8, 0.6, -0.2], [-1.2, 0.5, 0.1], [-0.4, 0.0, -0.3], [0.7, 0.1, 0.0], [0.1, 0.0, 0.3], [0.1, 0.3, -0.1], [-0.1, -1.1, -1.0], [0.6, -0.5, -0.9], [0.3, 0.2, 0.3], [-0.3, -0.5, 0.2], [0.6, 0.7, 0.4], [1.0, -0.5, -0.7], [-0.4, -0.5, 0.3], [0.1, -0.2, -0.5], [0.0, 1.2, 0.2], [0.0, 0.5, -0.1], [-0.3, -0.1, 0.2], [0.3, 0.4, 0.1], [0.2, 0.2, 0.0], [0.1, -0.1, 0.0], [-0.4, 0.7, 0.3], [-0.2, 0.4, 1.3], [0.4, 1.0, -0.3], [0.0, -0.2, 0.7], [-0.2, -0.4, -0.1], [-0.1, -0.4, 0.2], [-0.9, 0.1, -0.2], [-0.4, 0.0, -0.5], [0.6, -0.6, 1.2], [0.0, -0.1, -0.8], [0.1, -0.6, 0.2], [-0.2, 0.6, -0.3], [-0.7, 0.0, -0.1], [0.0, 0.2, -0.4], [-0.1, 1.1, -0.1], [-0.1, -0.2, -0.3], [-0.9, 0.3, -0.1], [-0.4, 0.3, 1.1], [-0.2, 0.0, -0.2], [0.3, -1.8, 0.4], [-0.6, 0.3, -0.6], [0.5, 0.7, 0.1], [0.4, 0.2, 0.3], [0.5, 0.8, 1.2], [-0.2, -1.9, 0.7], [0.2, 0.4, -0.2], [0.1, -0.2, -0.1], [0.1, 0.7, 0.7]], "total_charge": -1}

***

No. 3
{"formula": "C37H52CoINP2Sb", "method": "the ωB97M-V functional and the def2-TZVPD basis", "species": ["I", "Sb", "Co", "P", "P", "N", "C", "C", "C", "C", "C", "C", "C", "C", "C", "C", "C", "C", "C", "C", "C", "C", "C", "C", "C", "C", "C", "C", "C", "C", "C", "C", "C", "C", "C", "C", "C", "C", "C", "C", "C", "C", "C", "H", "H", "H", "H", "H", "H", "H", "H", "H", "H", "H", "H", "H", "H", "H", "H", "H", "H", "H", "H", "H", "H", "H", "H", "H", "H", "H", "H", "H", "H", "H", "H", "H", "H", "H", "H", "H", "H", "H", "H", "H", "H", "H", "H", "H", "H", "H", "H", "H", "H", "H", "H"], "positions_angstrom": [[1.400, -0.089, 1.659], [0.762, -1.328, -2.157], [-0.558, -0.109, -0.138], [-1.917, -1.131, 1.452], [-1.156, 2.980, -1.387], [-0.784, 1.550, -0.760], [-1.312, -2.196, 2.842], [-1.898, 4.062, -0.013], [-4.825, -3.641, -0.116], [-3.081, -0.053, 2.344], [0.144, 4.859, -3.097], [-4.062, -4.390, -1.000], [2.594, -3.307, 4.221], [1.445, -3.287, -1.599], [-4.902, 1.441, 3.821], [-2.889, -2.357, 0.503], [2.632, -0.531, -2.818], [-3.664, 1.122, 4.364], [-4.250, -2.622, 0.630], [1.294, 2.650, -2.694], [-3.277, 3.482, 0.300], [1.464, -3.824, 4.776], [0.440, 3.761, -2.074], [-0.944, -4.017, 4.945], [-5.207, 1.060, 2.523], [-2.705, -4.133, -1.134], [-4.296, 0.327, 1.778], [0.019, -2.445, 3.294], [-2.049, 5.524, -0.423], [2.473, -2.293, 3.260], [-2.128, -3.125, -0.381], [-2.409, 2.585, -2.783], [-2.371, -2.831, 3.462], [0.181, -3.425, 4.335], [1.240, 4.344, -0.905], [-2.752, 0.386, 3.629], [-1.032, 3.898, 1.253], [1.241, -1.867, 2.851], [-3.401, 1.526, -2.280], [-3.148, 3.829, -3.267], [-1.626, 1.941, -3.936], [-0.057, -1.825, -4.070], [-2.207, -3.715, 4.530], [0.767, 5.217, -0.466], [-1.105, -2.105, -3.994], [-0.516, 5.630, -2.702], [-3.411, 1.440, 5.367], [2.212, 4.665, -1.283], [1.524, -4.558, 5.569], [-3.196, 2.420, 0.514], [-3.711, 3.564, -4.164], [-2.101, -4.725, -1.810], [-3.377, -2.637, 3.119], [1.432, 1.834, -1.983], [-1.058, -2.950, -0.440], [0.046, -0.975, -4.742], [1.086, 5.343, -3.363], [-2.510, 6.062, 0.409], [3.214, -0.163, -1.976], [0.871, 2.256, -3.615], [-6.161, 1.330, 2.088], [-4.871, -2.049, 1.304], [-4.004, 1.190, -3.125], [3.576, -3.630, 4.535], [-3.860, 4.196, -2.529], [2.277, 3.061, -2.931], [-3.671, 3.973, 1.191], [-2.705, 5.635, -1.286], [0.631, -4.008, -1.635], [2.468, 0.278, -3.526], [0.514, -2.664, -4.465], [2.202, -3.569, -2.329], [-0.982, 1.141, -3.568], [-3.990, 3.648, -0.505], [-0.599, 2.897, 1.309], [-2.341, 1.494, -4.629], [-3.073, -4.160, 4.999], [-5.878, -3.858, 0.004], [3.179, -1.334, -3.311], [-1.661, 4.030, 2.135], [-0.287, 4.468, -4.017], [-4.541, 0.036, 0.763], [-4.519, -5.184, -1.576], [-2.871, 0.658, -1.881], [-1.035, 2.661, -4.496], [3.369, -1.830, 2.868], [-2.471, 4.638, -3.539], [-1.103, 6.013, -0.640], [1.417, 3.597, -0.130], [-1.796, 0.122, 4.063], [1.887, -3.285, -0.604], [-0.776, -4.723, 5.747], [-4.083, 1.897, -1.520], [-5.629, 1.981, 4.412], [-0.233, 4.630, 1.315]], "forces_ev_per_a": [[0.3, -0.2, 0.4], [0.3, -0.5, -0.3], [0.1, 0.3, -0.4], [-0.7, -0.9, 0.6], [-0.1, 1.3, -0.7], [0.1, -0.7, 0.5], [-0.1, 0.2, -0.1], [0.1, -0.4, -0.2], [-0.1, 0.0, 0.0], [0.1, 0.2, -0.2], [0.1, 0.1, 0.0], [0.0, -0.1, 0.0], [0.0, -0.1, 0.1], [0.0, 0.3, -0.1], [0.0, 0.0, 0.0], [0.1, 0.1, -0.1], [-0.1, 0.0, 0.1], [0.1, 0.1, 0.0], [0.0, 0.0, 0.0], [0.0, 0.0, 0.0], [-0.1, 0.0, 0.0], [0.1, 0.0, 0.0], [-0.5, -0.2, 0.2], [-0.1, 0.0, 0.0], [-0.1, 0.1, -0.1], [0.0, 0.0, 0.0], [0.1, 0.0, 0.0], [0.0, -0.2, 0.1], [0.0, 0.0, 0.0], [0.0, 0.2, -0.2], [0.0, 0.1, 0.1], [0.3, -0.1, 0.4], [0.2, 0.1, -0.1], [0.0, 0.2, -0.2], [0.0, 0.0, 0.0], [0.0, -0.1, -0.1], [0.0, 0.0, 0.0], [0.0, 0.3, -0.3], [0.0, 0.0, 0.1], [0.0, 0.1, 0.0], [-0.1, 0.0, 0.0], [0.0, 0.1, 0.2], [0.0, -0.1, 0.1], [0.0, 0.0, 0.0], [0.0, 0.0, 0.0], [0.0, 0.0, 0.0], [0.0, 0.0, 0.0], [0.0, 0.0, 0.0], [0.0, 0.0, 0.0], [-0.1, -0.1, 0.1], [0.0, 0.0, 0.0], [0.0, 0.0, 0.0], [-0.1, 0.0, 0.0], [0.1, 0.0, 0.0], [0.0, -0.1, 0.0], [0.0, 0.0, 0.0], [0.0, 0.0, 0.0], [0.0, 0.0, 0.0], [0.0, 0.0, 0.0], [0.1, 0.0, 0.0], [0.0, 0.0, 0.0], [0.0, -0.1, 0.0], [0.0, 0.0, 0.0], [0.0, 0.0, 0.0], [0.0, 0.0, 0.0], [0.0, 0.0, 0.0], [0.0, 0.0, 0.0], [0.0, 0.1, 0.0], [0.0, 0.0, 0.0], [0.0, 0.0, 0.0], [0.0, 0.0, 0.0], [0.0, 0.0, 0.0], [0.0, 0.0, -0.1], [0.0, 0.0, 0.1], [0.0, 0.0, 0.1], [0.0, 0.0, 0.0], [0.0, 0.0, 0.0], [0.0, 0.0, 0.0], [0.0, 0.0, 0.0], [0.0, 0.0, 0.0], [0.0, 0.0, 0.0], [0.0, 0.0, 0.0], [0.0, 0.0, 0.0], [-0.1, 0.0, 0.0], [0.0, -0.1, 0.0], [0.0, 0.0, 0.0], [-0.1, 0.0, 0.0], [0.0, 0.0, 0.0], [0.0, 0.0, 0.1], [0.0, 0.0, 0.1], [0.0, 0.0, 0.0], [0.0, 0.0, 0.0], [0.0, 0.0, 0.0], [0.0, 0.0, 0.0], [0.1, 0.0, 0.0]], "total_charge": 2, "spin_multiplicity": 5, "s_squared": 6.02}

***

Computed energy, in the same sequence as the records: -125193.7132, -155967.8207, -111531.7641 eV.